Record 1
A structure of composition C15H35AgBr6O9P2. Source: the Open Molecules 2025 dataset; level of theory: wB97M-V/def2-TZVPD.

Output
**Highest occupied orbital energy (alpha / beta)**: -3.97 / -8.80 eV
**Maximum force**: 3.96 eV/Å
**Total energy**: -17543.3895 Eh
**Gap between HOMO and LUMO (alpha / beta)**: 3.481 / 7.142 eV

Geometry as ORCA input:
```
! wB97M-V def2-TZVPD RIJCOSX def2/J DEFGRID3
* xyz 0 3
Ag 2.026 0.880 -0.833
Br 4.929 5.529 4.447
Br 1.415 -0.934 5.038
Br 6.644 2.755 4.270
Br 5.219 4.275 1.572
Br 4.666 -1.760 4.735
Br 3.749 1.148 5.482
P -1.335 1.791 -2.235
P 0.235 -2.330 -0.457
O -0.093 1.246 -1.728
O 1.015 -1.111 -0.684
O -0.189 -3.140 -1.820
O 1.487 1.577 1.368
O -1.089 2.896 -3.333
O -2.199 2.588 -1.108
O 0.985 -3.556 0.309
O -1.188 -2.085 0.329
O -2.391 0.692 -2.824
C -1.667 3.427 -0.165
C -0.534 5.129 -3.985
C 5.184 3.836 3.475
C 2.330 -5.345 0.124
C 3.277 -0.473 4.467
C 1.170 2.045 2.624
C -2.521 -0.935 2.172
C -2.980 -0.345 -2.030
C -0.111 3.898 -3.208
C -1.125 -4.206 -1.762
C -0.764 -5.297 -2.756
C 2.357 -3.817 0.277
C -2.227 2.908 1.119
C -4.112 -0.935 -2.919
C -1.141 -1.340 1.551
H 2.940 -3.367 -0.526
H -1.916 3.531 1.957
H 1.947 -5.824 -0.776
H 0.472 1.436 3.198
H -1.280 -6.237 -2.561
H -3.745 -1.138 -3.925
H -3.258 -0.654 1.421
H -3.286 -0.023 -1.035
H -2.755 -1.763 2.842
H -2.081 1.850 1.339
H -3.292 3.089 0.973
H -0.905 4.873 -4.977
H -1.229 -4.760 -0.829
H 3.166 -0.257 3.404
H -0.633 -0.419 1.266
H -0.582 3.329 -0.128
H 1.807 -5.926 0.884
H 3.346 -5.736 0.064
H -2.202 -1.091 -1.871
H 0.576 2.922 2.368
H -2.423 -0.066 2.823
H -4.558 -1.855 -2.542
H -2.022 4.438 -0.363
H -2.034 -3.635 -1.948
H 0.310 -5.440 -2.642
H 2.003 2.097 3.325
H -4.947 -0.253 -3.080
H 0.781 3.568 -3.741
H -0.661 -1.908 2.348
H 3.013 -3.541 1.102
H -1.335 5.626 -3.438
H 4.340 3.155 3.585
H 0.040 4.075 -2.143
H 0.298 5.821 -4.115
H -0.917 -4.930 -3.771
*
```

---

Record 2
A structure of composition C15H35CaN4O9P. Source: the Open Molecules 2025 dataset; level of theory: wB97M-V/def2-TZVPD.

Output
**Highest occupied orbital energy (alpha / beta)**: -5.26 / -5.26 eV
**Maximum force**: 4.04 eV/Å
**Total energy**: -2507.5381 Eh
**Gap between HOMO and LUMO (alpha / beta)**: 4.120 / 4.118 eV
**Relative energy (zero: lowest compared OMol25 entry of this formula, charge and spin)**: 3.3 kcal per mole

Geometry as ORCA input:
```
! wB97M-V def2-TZVPD RIJCOSX def2/J DEFGRID3
* xyz 0 1
Ca -1.279 0.169 0.175
P 0.206 -3.387 1.887
O -2.517 2.182 2.711
O -2.548 2.001 -0.296
O 2.904 2.232 -1.643
O -0.100 -3.493 0.253
O 1.564 -2.448 1.969
O 0.823 -4.874 2.167
O 1.499 -1.400 -0.994
O -3.405 -0.614 -1.800
O 2.012 0.404 0.730
N 0.773 0.553 1.317
N -2.144 -0.813 -1.769
N -1.477 1.345 2.277
N 0.295 -1.107 -1.341
C -1.538 -1.600 -2.708
C -1.074 -4.458 -0.240
C 2.589 -2.618 2.998
C -0.483 1.290 3.161
C 0.781 -2.603 -3.249
C -0.644 1.713 4.582
C 2.077 -5.477 1.684
C -2.287 -2.319 -3.766
C -0.149 -1.752 -2.465
C -0.391 -5.522 -1.058
C 2.013 0.911 3.482
C 0.799 0.898 2.616
C 2.035 -3.012 4.341
C 2.687 -4.852 0.467
C -1.260 2.455 -0.948
H 1.244 -2.324 4.661
H 2.847 -2.970 5.074
H -3.050 -1.676 -4.222
H 0.227 -6.167 -0.416
H 1.083 -3.479 -2.656
H 2.906 0.820 2.857
H -1.703 1.809 4.836
H -0.993 1.820 -1.819
H -1.787 -3.877 -0.844
H -0.156 2.680 4.773
H -1.614 -2.668 -4.557
H 1.691 -2.040 -3.506
H 1.979 0.074 4.197
H 2.846 -3.775 0.584
H 0.322 -2.960 -4.176
H -3.294 2.151 -0.919
H -1.431 3.481 -1.304
H 3.665 -5.324 0.310
H -0.184 0.983 5.262
H -1.628 -4.911 0.604
H 0.219 -5.095 -1.867
H 1.848 -0.379 0.062
H 2.638 1.735 -2.433
H 1.642 -4.036 4.326
H 2.783 -5.471 2.523
H 2.862 1.558 -0.922
H 1.808 -6.521 1.483
H 2.071 1.837 4.071
H -3.023 2.376 1.901
H -1.171 -6.147 -1.514
H -0.453 2.476 -0.196
H 3.330 -3.345 2.636
H 3.083 -1.639 3.042
H -2.794 -3.206 -3.351
H 2.086 -5.042 -0.428
*
```

---

Record 3
A structure of composition C15H35CuF6GeNO5S6SbSi3. Source: the Open Molecules 2025 dataset; level of theory: wB97M-V/def2-TZVPD.

Output
**Highest occupied orbital energy**: -2.24 eV
**Maximum force**: 1.11 eV/Å
**Total energy**: -8838.1810 Eh
**Gap between HOMO and LUMO**: 6.163 eV
**Relative energy (zero: lowest compared OMol25 entry of this formula, charge and spin)**: 13.9 kcal per mole

Geometry as ORCA input:
```
! wB97M-V def2-TZVPD RIJCOSX def2/J DEFGRID3
* xyz -2 1
Sb -2.045 -1.602 3.589
Ge 0.807 -0.231 -0.454
Cu -1.779 0.259 0.934
S -2.615 -2.243 -2.619
S -2.744 0.525 3.006
S -3.667 -2.784 4.592
S 0.055 -1.999 4.268
S -0.615 -1.592 0.632
S -3.681 -2.467 -0.005
Si 0.094 0.950 -2.431
Si 2.210 -2.085 -1.063
Si 2.401 1.284 0.509
F -4.813 -3.117 -3.843
F -6.053 -2.407 -1.195
F -3.693 -1.604 -4.910
F -6.112 -2.830 0.920
F -5.488 -4.362 -0.470
F -4.909 -1.043 -3.220
O 0.346 2.429 3.003
O -1.811 -3.115 -3.423
O -2.186 -0.895 -2.387
O -3.857 -1.047 0.141
O -3.228 -3.193 1.142
N -3.113 -3.025 -1.356
C -5.427 -3.050 -0.205
C -1.519 1.882 -2.137
C -0.270 2.594 5.305
C -0.611 3.465 3.145
C -4.104 -1.994 -3.691
C 1.190 -3.546 -1.648
C 3.840 1.144 -0.736
C 0.180 -0.079 -4.009
C 1.982 3.136 0.533
C 0.432 1.722 4.252
C 3.242 0.861 2.140
C 1.285 2.363 -2.905
C -0.466 3.930 4.585
C 3.173 -2.573 0.484
C 3.499 -1.846 -2.441
H 3.940 -2.819 -2.683
H -1.303 2.755 -1.513
H 1.225 -0.140 -4.323
H -0.045 0.751 4.155
H 3.017 -1.476 -3.351
H 2.843 3.710 0.179
H -1.619 3.075 2.966
H 3.527 1.047 -1.775
H -1.940 2.243 -3.081
H 4.308 -1.164 -2.180
H -1.237 2.156 5.555
H 0.682 -4.036 -0.818
H 0.435 -3.260 -2.379
H 1.123 3.385 -0.092
H -0.366 0.436 -4.808
H 1.752 3.435 1.554
H 3.226 -0.208 2.354
H 3.912 -1.810 0.738
H 2.491 -2.693 1.329
H 0.785 2.924 -3.703
H -0.226 -1.082 -3.915
H 1.862 -4.269 -2.125
H 2.779 1.389 2.970
H 2.222 1.988 -3.322
H 1.522 3.066 -2.106
H 1.487 1.563 4.478
H 4.287 1.183 2.078
H -1.332 4.491 4.938
H 3.703 -3.517 0.325
H -2.276 1.269 -1.647
H 4.456 0.277 -0.486
H 0.314 2.688 6.221
H 0.423 4.559 4.683
H 4.476 2.031 -0.647
H -0.386 4.233 2.401
*
```

---

Record 4
A cluster of 3 separate species, C15H35FN2O6S in total. Source: the Open Molecules 2025 dataset; level of theory: wB97M-V/def2-TZVPD.

Output
**Highest occupied orbital energy**: -8.88 eV
**Maximum force**: 0.45 eV/Å
**Total energy**: -1651.4886 Eh
**Gap between HOMO and LUMO**: 9.505 eV

Geometry as ORCA input:
```
! wB97M-V def2-TZVPD RIJCOSX def2/J DEFGRID3
* xyz 0 1
S -0.936 -2.480 1.224
F -1.373 0.669 4.532
O 4.271 1.329 -1.723
O -0.590 -2.426 -0.158
O 0.283 -1.965 2.097
O -1.167 0.209 -3.192
O -1.442 -3.682 1.781
O -1.907 -1.265 1.542
N 2.207 1.465 0.320
N -2.581 -2.286 -2.772
C -2.031 0.032 -2.090
C 0.217 -0.507 2.116
C 1.193 2.111 -1.797
C 3.679 2.562 -1.368
C -1.590 1.113 -4.187
C -3.121 -1.023 -2.269
C -3.188 -0.776 4.022
C 2.566 -0.700 3.064
C 2.570 -1.966 3.939
C 2.272 2.443 -0.775
C -1.270 -0.277 2.402
C -4.293 -0.595 -3.144
C -1.711 -0.517 3.848
C 3.927 0.830 -3.001
C 1.240 0.069 3.076
H 1.289 2.707 -2.706
H -1.377 -0.309 -1.284
H -3.387 -1.145 5.027
H 3.421 -1.976 4.621
H 0.848 0.127 4.092
H -0.688 1.564 -4.604
H -5.132 -1.274 -3.000
H 2.807 -0.964 2.030
H 4.740 0.180 -3.323
H -4.623 0.418 -2.903
H 1.218 1.058 -2.077
H -2.453 1.003 -1.789
H -1.866 -2.613 -2.129
H -1.118 -1.325 4.289
H 2.607 -2.871 3.334
H 3.349 -0.016 3.395
H -2.083 -2.084 -3.635
H 1.416 1.093 2.736
H -2.211 1.908 -3.761
H 2.838 1.748 1.064
H 2.042 3.424 -0.344
H 0.207 2.298 -1.370
H 3.002 0.248 -2.985
H -3.543 -1.512 3.302
H 2.583 0.586 -0.026
H -3.506 -1.212 -1.261
H -2.137 0.637 -5.006
H 4.338 2.993 -0.610
H 3.674 3.240 -2.232
H -3.737 0.157 3.883
H -4.028 -0.626 -4.203
H 3.819 1.644 -3.725
H 0.430 -0.141 1.106
H 1.657 -2.032 4.535
H -1.619 0.700 2.071
*
```